Entry 1:
Here is one molecule with the formula C6H10N2 in a non-equilibrium geometry from OMol25. Energies are from ωB97M-V with the def2-TZVPD basis set.

Structure (ORCA input):
```
! RIJCOSX wB97M-V def2-TZVPD def2/J DEFGRID3
* xyz 0 1
C 0.189 1.339 -1.809
C -1.226 -1.541 -1.262
N 0.882 0.867 0.541
C 0.575 0.022 1.568
C 0.199 0.491 -0.591
C -0.419 -0.721 -0.322
N 0.992 0.280 2.819
C -0.174 -1.008 1.053
H 1.470 1.684 0.626
H 1.310 1.209 3.080
H 0.522 -0.191 3.589
H -0.545 -1.858 1.609
H 0.794 2.242 -1.676
H 0.575 0.791 -2.672
H -0.836 1.657 -2.029
H -2.064 -0.958 -1.657
H -1.635 -2.427 -0.765
H -0.610 -1.878 -2.102
*
```

Results
Relative energy (zero: lowest compared OMol25 entry of this formula, charge and spin) = 0.214 eV
E_LUMO = 0.9 eV
F_max = 0.05914 Eh/bohr
SMILES = Cc1cc(N)[nH]c1C
Orbital gap = 7.47 eV
HOMO energy = -0.2399 Ha
E = -344.12884 a.u.


Entry 2:
Here is one molecule with the formula C6H10N2 in a non-equilibrium geometry from OMol25. Energies are from ωB97M-V with the def2-TZVPD basis set.

Structure (ORCA input):
```
! RIJCOSX wB97M-V def2-TZVPD def2/J DEFGRID3
* xyz 0 1
C 1.342 1.815 -1.178
C 1.164 -1.221 0.940
N 1.726 0.547 -0.628
C 0.937 -0.138 0.107
H 2.179 2.243 -1.731
H 1.047 2.560 -0.425
H 0.499 1.737 -1.890
H 0.426 -1.599 1.631
H 2.183 -1.485 1.194
C -1.499 0.510 1.033
C -0.740 -0.094 -0.152
N -1.435 -2.491 -0.743
C -0.928 -1.464 -0.376
H -0.984 -3.401 -0.693
H -0.891 0.473 -1.074
H -2.568 0.578 0.824
H -1.108 1.509 1.225
H -1.349 -0.080 1.935
*
```

Results
Relative energy (zero: lowest compared OMol25 entry of this formula, charge and spin) = 4.540 eV
E_LUMO (alpha / beta) = 0.1 / 0.1 eV
F_max = 0.02809 Eh/bohr
Orbital gap (alpha / beta) = 7.09 / 7.09 eV
HOMO energy (alpha / beta) = -0.2573 / -0.2574 Ha
E = -343.96985 a.u.


Entry 3:
Here is one molecule with the formula C6H10N2O in a non-equilibrium geometry from OMol25. Energies are from ωB97M-V with the def2-TZVPD basis set.

Structure (ORCA input):
```
! RIJCOSX wB97M-V def2-TZVPD def2/J DEFGRID3
* xyz 0 1
N 0.816 -0.435 0.171
C 1.761 0.013 -0.735
C -0.286 0.234 0.699
C -1.591 -0.176 0.112
N -2.616 0.750 0.197
C 2.740 -0.772 -1.203
C -0.179 1.146 1.673
C -1.849 -1.460 -0.183
O 1.796 1.377 -0.828
H 2.363 1.598 -1.577
H 1.016 -1.356 0.530
H -3.559 0.419 0.304
H -2.430 1.648 0.606
H 3.550 -0.385 -1.799
H 2.676 -1.845 -1.139
H -1.040 1.483 2.227
H 0.732 1.700 1.828
H -2.842 -1.802 -0.434
H -1.057 -2.137 -0.450
*
```

Results
Relative energy (zero: lowest compared OMol25 entry of this formula, charge and spin) = 2.512 eV
E_LUMO = 0.7 eV
F_max = 0.03956 Eh/bohr
SMILES = C=C(O)NC(=C)C(=C)N
Orbital gap = 8.60 eV
HOMO energy = -0.2892 Ha
E = -419.29419 a.u.


Entry 4:
Here is one molecule with the formula C6H10N2O in a non-equilibrium geometry from OMol25. Energies are from ωB97M-V with the def2-TZVPD basis set.

Structure (ORCA input):
```
! RIJCOSX wB97M-V def2-TZVPD def2/J DEFGRID3
* xyz 0 1
C -0.978 -1.264 -1.045
C 2.286 0.408 0.919
C 1.178 0.977 -1.163
N -1.090 -0.423 0.131
N 1.119 0.247 0.082
C -0.189 0.279 0.847
C -2.456 -0.350 0.676
C -3.561 -0.468 1.135
O -0.268 0.695 1.969
H -1.526 -2.190 -0.863
H -1.409 -0.775 -1.921
H 0.068 -1.503 -1.218
H 2.118 -0.121 1.855
H 3.158 0.007 0.396
H 2.481 1.460 1.159
H 1.537 1.996 -0.980
H 0.201 1.034 -1.638
H 1.871 0.489 -1.857
H -4.541 -0.497 1.514
*
```

Results
Relative energy (zero: lowest compared OMol25 entry of this formula, charge and spin) = 2.919 eV
E_LUMO = 0.8 eV
F_max = 0.11206 Eh/bohr
SMILES = C#CN(C)C(=O)N(C)C
Orbital gap = 9.73 eV
HOMO energy = -0.3267 Ha
E = -419.27921 a.u.